The following is a quantum chemistry calculation of a molecular structure, C12H18F3HoN2O8P2S in a non-equilibrium geometry, from OMol25.

XYZ file:
```
47
Properties=species:S:1:pos:R:3:forces:R:3:lowdin_spin:R:1
Ho -3.314095 -9.248129 14.086863 0.26 -1.13 2.97 4.03
O -6.102995 -6.707987 16.737784 0.77 0.22 -1.16 0.00
P -5.815293 -7.527545 15.377005 -0.12 -0.90 1.29 0.00
O -7.078820 -8.138824 14.904544 0.28 -0.27 -0.12 0.00
O -4.571993 -8.401548 15.656641 -1.04 0.72 -0.77 -0.01
O -5.323552 -6.473989 14.215942 0.84 0.00 -1.10 0.00
P -4.293978 -6.941095 13.026562 -0.67 -0.71 1.90 0.00
O -4.530742 -5.772589 11.986474 0.34 -0.81 -0.27 0.00
O -4.667618 -8.407340 12.574926 0.16 2.31 -0.13 0.00
O -2.889983 -7.084476 13.662177 -1.52 0.80 -1.54 0.00
H -6.772030 -6.011670 16.645314 0.11 -0.37 -0.05 0.00
H -5.147027 -5.963117 11.252119 0.33 -0.02 0.54 0.00
N -7.274654 -10.717744 13.764437 -0.32 0.65 0.55 0.00
C -6.126374 -11.246462 13.382829 0.81 0.15 0.03 0.00
S -4.806810 -11.570079 14.472563 -0.40 0.11 -0.17 -0.01
N -5.873313 -11.566648 12.092756 -0.25 -0.46 -0.06 0.00
C -6.548874 -11.022899 10.997211 -0.52 1.08 -2.37 0.00
C -5.795160 -10.217094 10.096857 -0.95 -0.19 1.50 0.00
C -6.455876 -9.453587 9.141038 -0.17 -0.59 0.11 0.00
C -7.835310 -9.487876 9.010651 0.42 -1.28 1.86 0.00
C -8.572760 -10.299363 9.916214 -0.01 1.24 -1.87 0.00
C -7.942669 -11.155841 10.764893 1.10 -0.43 1.93 0.00
H -7.310262 -10.090100 14.590537 0.52 -0.51 -0.28 0.00
H -8.029645 -10.457381 13.135544 0.56 -0.35 -0.37 0.00
H -4.930113 -11.874864 11.887921 -0.24 -0.09 0.49 0.00
H -4.748541 -10.049930 10.338153 -0.07 -0.07 -0.28 0.00
H -5.914835 -8.770111 8.524373 0.46 0.16 -0.40 0.00
H -8.255354 -8.904680 8.242904 -0.89 0.69 -0.52 0.00
H -9.646233 -10.203922 9.975462 -0.18 -0.33 -0.42 0.00
H -8.543417 -11.846404 11.375439 0.38 0.40 -0.14 0.00
C 0.677766 -8.539118 12.691538 -0.50 -0.55 -0.22 0.00
C 0.088106 -9.765014 11.870536 0.61 -0.24 1.55 0.00
C -0.825678 -10.518317 12.850972 0.17 0.74 1.20 0.00
O -1.080704 -9.587344 13.983351 0.65 -0.17 -1.30 0.00
C 0.004357 -8.570735 14.086088 0.07 -1.81 -0.99 0.00
H 0.503773 -7.587314 12.191184 -0.09 -0.13 -0.09 0.00
H 1.759338 -8.680452 12.773103 -0.23 0.16 0.15 0.00
H 0.903935 -10.438689 11.547937 -0.54 0.47 -0.11 0.00
H -0.536585 -9.468490 11.059801 0.00 0.43 -0.85 0.00
H -0.420304 -11.450834 13.278734 -0.14 0.41 -0.28 0.00
H -1.821727 -10.714044 12.419967 0.21 -0.29 -0.07 0.00
H 0.705981 -8.969476 14.801340 -0.02 0.16 0.55 0.00
H -0.503189 -7.693937 14.417386 0.04 0.75 0.19 0.00
F -1.553722 -7.996579 17.671959 -1.13 0.56 -1.20 0.00
C -1.662127 -9.341136 17.959310 4.46 -1.29 2.26 0.00
F -1.965452 -10.048724 16.772398 -1.51 0.50 -2.08 0.00
F -2.730837 -9.465091 18.735840 -2.04 0.29 0.09 0.00
```
Positions in Å, forces in eV/Å.

Output
- total charge = 0
- Kohn-Sham gap (spin up / spin down) (eV) = 3.9 / 3.9
- spin multiplicity = 5